Record 1
19
Properties=species:S:1:pos:R:3 method="wB97M-V/def2-TZVPD" energy_ha=-365.14637 spin_multiplicity=1 smiles="CN1CCC[C@H]1C=O" homo_ev=-8.924 homo_lumo_gap_ev=9.86
O 2.541 0.448 1.358
N -0.250 0.623 -0.848
C -1.477 -1.345 0.004
C 1.854 0.088 0.418
C -0.882 -0.686 -1.298
C -1.256 1.679 -0.908
C -0.246 -1.129 0.938
C 0.335 0.231 0.527
H -1.891 -2.283 -0.148
H 0.092 0.943 1.255
H 0.499 -1.931 0.931
H -1.596 -0.443 -2.091
H -2.351 -0.804 0.396
H -1.265 2.497 -0.185
H 2.273 -0.236 -0.627
H -1.083 2.126 -1.925
H -2.341 1.432 -0.909
H -0.804 -0.953 1.905
H -0.082 -1.318 -1.612

***

Record 2
14
Properties=species:S:1:pos:R:3 method="wB97M-V/def2-TZVPD" energy_ha=-419.69765 spin_multiplicity=1 homo_ev=-10.316 homo_lumo_gap_ev=11.11
O 1.424 -1.639 -0.670
O 0.422 0.169 -1.141
O 0.963 1.268 1.300
C -0.694 0.981 -0.365
C -0.308 0.833 1.130
C 0.478 -0.918 -0.406
C -1.688 -0.140 -0.451
C -0.575 -0.739 0.527
H -2.735 0.299 -0.045
H -1.979 -0.566 -1.376
H -1.055 1.713 -0.954
H -0.777 -1.616 1.107
H 1.571 0.481 0.803
H -0.776 1.214 1.937

***

Record 3
72
Properties=species:S:1:pos:R:3 method="wB97M-V/def2-TZVPD" energy_ha=-3627.43863 spin_multiplicity=1 homo_ev=-4.394 homo_lumo_gap_ev=2.58 total_charge=-1
V 10.247 -41.082 2.202
P 14.109 -39.077 8.694
P 5.034 -34.005 3.106
F 12.766 -48.211 5.390
F 13.723 -46.419 5.307
F 13.998 -47.801 3.736
O 13.942 -39.444 7.279
O 12.806 -39.422 9.637
O 14.332 -37.464 8.817
O 4.912 -35.582 3.337
O 6.076 -33.856 1.830
O 10.754 -46.116 4.737
O 12.250 -38.422 -6.309
O 5.464 -33.191 4.267
O 11.018 -39.709 1.823
O 9.389 -40.872 3.525
O 3.675 -33.554 2.471
O 12.161 -45.540 2.928
O 15.340 -39.817 9.382
O 6.899 -43.027 -1.137
N 11.963 -39.897 -4.682
C 8.910 -46.597 6.444
C 11.810 -46.585 3.812
C 9.976 -38.890 -5.676
C 4.777 -36.159 4.651
C 13.920 -36.487 7.842
C 5.206 -44.589 -0.207
C 5.898 -43.996 -1.440
C 9.902 -47.154 5.305
C 3.689 -32.393 1.664
C 15.402 -39.726 10.781
C 13.018 -47.262 4.527
C 7.401 -33.349 1.923
C 11.492 -39.040 -5.566
C 12.146 -40.675 9.599
C 13.359 -40.180 -4.403
H 11.882 -40.968 10.615
H 13.022 -36.582 7.233
H 9.394 -46.504 7.416
H 13.871 -39.227 -4.535
H 13.501 -40.621 -3.416
H 7.828 -33.921 2.747
H 13.938 -40.816 -5.072
H 14.760 -36.348 7.162
H 12.549 -41.425 8.919
H 9.360 -47.444 4.405
H 5.748 -36.149 5.145
H 15.723 -40.669 11.224
H 9.759 -38.526 -6.680
H 10.495 -47.949 5.759
H 5.128 -43.608 -2.107
H 4.470 -31.665 1.887
H 16.337 -39.189 10.944
H 4.627 -37.228 4.498
H 7.965 -47.141 6.448
H 8.755 -45.540 6.229
H 11.193 -40.566 9.082
H 3.915 -35.739 5.171
H 2.696 -31.973 1.825
H 5.959 -44.957 0.489
H 11.303 -40.471 -4.178
H 3.759 -32.592 0.594
H 9.386 -39.775 -5.437
H 7.328 -32.303 2.218
H 4.713 -43.801 0.363
H 13.756 -35.643 8.512
H 6.331 -44.760 -2.086
H 11.513 -47.393 3.144
H 9.701 -38.192 -4.885
H 14.620 -39.152 11.278
H 8.071 -33.493 1.075
H 4.460 -45.348 -0.442

***

Record 4
18
Properties=species:S:1:pos:R:3 method="wB97M-V/def2-TZVPD" energy_ha=-1814.63173 spin_multiplicity=5 s2=6.37 homo_ev="-15.227 / -15.450" homo_lumo_gap_ev="6.80 / 6.69" total_charge=+1
Rh 1.588 -0.770 0.692
S -1.419 -1.318 0.923
S 0.249 -1.917 -1.252
F -1.670 1.038 -0.255
F -3.541 0.095 0.174
F 3.118 0.486 0.738
F -2.410 0.996 1.764
O -2.444 -1.993 1.717
O -0.146 -0.642 1.402
O -0.249 -1.279 -2.500
O 1.142 -3.127 -1.518
O 2.240 0.808 -0.537
N -1.077 -2.284 -0.252
C 1.834 2.161 -0.418
C -2.322 0.309 0.637
H 2.690 2.813 -0.617
H 1.318 2.344 0.530
H 1.099 2.278 -1.227

***

Record 5
36
Properties=species:S:1:pos:R:3 method="wB97M-V/def2-TZVPD" energy_ha=-4396.49795 spin_multiplicity=4 s2=3.75 homo_ev="-2.785 / -2.791" homo_lumo_gap_ev="5.33 / 5.33" total_charge=-1
Er 0.696 -0.253 -0.521
Br 1.780 -2.324 -1.515
O 1.279 0.758 1.419
O 0.798 -1.378 1.624
C 1.202 1.023 4.482
C 0.171 0.494 -4.283
C 0.666 -0.794 -4.280
C -1.617 -0.329 0.835
C 1.426 -1.357 4.413
C -1.562 -0.940 -1.360
C 2.266 0.588 -3.392
C 1.099 -0.272 2.197
C 1.194 -0.173 3.708
C -1.572 0.865 0.074
C 1.346 -0.239 6.572
C -1.496 0.496 -1.306
C -1.633 -1.451 -0.047
C 1.158 1.356 -3.744
C 1.457 -1.410 5.814
C 1.968 -0.779 -3.708
C 1.227 0.977 5.885
H 2.662 -1.593 -3.708
H -1.670 1.872 0.503
H 3.256 0.939 -3.155
H -1.546 -1.523 -2.277
H 1.416 -0.272 7.661
H 1.169 1.991 3.972
H 1.560 -2.271 3.831
H 1.142 2.441 -3.820
H -1.807 -2.506 0.239
H 1.189 1.892 6.473
H -0.724 0.821 -4.813
H 0.246 -1.654 -4.787
H -1.466 1.180 -2.172
H 1.591 -2.365 6.310
H -1.747 -0.399 1.918

***

Record 6
95
Properties=species:S:1:pos:R:3 method="wB97M-V/def2-TZVPD" energy_ha=-2757.80697 spin_multiplicity=1 smiles="CC[C@H](Cl)C1=C(P(N)O)C(=O)OC1=O.COCCNCCOC.COCCNCCOC.COCCNCCOC" homo_ev=-8.371 homo_lumo_gap_ev=7.39
Cl -5.422 0.076 -2.051
P -8.128 0.182 -4.579
O -0.331 -2.731 -2.246
O -1.792 -2.206 6.903
O -8.219 3.073 -6.042
O -7.078 -1.071 -4.444
O 4.784 2.213 0.541
O 3.657 -0.433 -1.693
O -4.063 3.448 -4.799
O 0.596 -3.004 3.049
O -6.280 3.769 -5.124
O 4.711 6.067 -1.992
N 1.963 -2.706 -0.325
N -0.748 -4.572 5.423
N 4.022 5.257 0.793
N -8.626 0.335 -2.934
C 2.630 -0.524 -2.659
C -5.656 1.724 -4.209
C -0.214 -4.030 6.665
C -4.671 0.893 -3.447
C 0.005 -1.896 3.706
C 5.182 6.037 0.386
C 0.107 -3.855 -2.979
C 1.214 -3.958 3.894
C 5.254 3.128 1.513
C -0.424 -2.943 -0.839
C 3.048 -1.887 0.208
C 4.284 4.262 1.827
C 3.391 6.020 -2.494
C -1.303 -3.399 7.504
C -3.465 -1.394 -3.841
C 3.235 -0.476 -0.338
C 0.260 -5.003 4.460
C -5.186 3.066 -4.707
C 5.012 2.589 -0.809
C -7.294 2.826 -5.345
C -6.926 1.570 -4.634
C -3.115 -2.292 6.414
C 0.631 -2.167 -0.086
C 4.880 6.877 -0.837
C -3.872 -0.037 -4.402
H 2.918 -1.819 1.294
H 0.856 -5.798 4.920
H 5.467 6.701 1.208
H -0.025 -3.625 -4.035
H 3.428 5.507 -3.453
H 2.990 7.026 -2.650
H -3.971 1.593 -2.991
H 0.425 -2.234 0.985
H -3.800 -2.662 7.183
H 6.251 3.493 1.240
H -0.486 -4.743 -2.738
H -3.420 -1.286 6.130
H 1.933 -4.484 3.261
H 3.980 -2.431 0.033
H 1.165 -4.079 -2.802
H 3.997 7.502 -0.669
H -1.337 -3.875 4.987
H -1.409 -2.585 -0.524
H 3.640 4.789 -0.019
H 4.644 4.784 2.720
H 5.934 3.168 -0.913
H -9.343 1.062 -2.922
H 5.730 7.538 -1.024
H -9.133 -0.527 -2.728
H 1.701 -0.067 -2.305
H -2.118 -4.108 7.678
H -0.363 -4.010 -0.606
H 3.325 3.810 2.091
H 2.714 5.470 -1.831
H 5.376 2.547 2.431
H 2.429 -1.559 -2.950
H 0.047 -1.047 3.022
H -3.191 -2.940 5.534
H -3.040 -1.976 -4.667
H -2.659 -1.296 -3.109
H 5.095 1.675 -1.394
H 0.555 -3.263 6.496
H 6.051 5.409 0.145
H -2.954 0.511 -4.640
H -4.302 -1.966 -3.445
H -0.881 -3.125 8.475
H -7.286 -1.690 -5.156
H -4.409 -0.146 -5.347
H -1.047 -2.076 3.946
H 2.965 0.011 -3.548
H 0.543 -1.113 -0.390
H -0.270 -5.454 3.617
H 2.344 0.149 -0.201
H 0.246 -4.842 7.235
H 4.030 -0.005 0.238
H 0.543 -1.634 4.620
H 4.176 3.166 -1.216
H 2.100 -2.822 -1.321
H 1.794 -3.452 4.675